ORCA calculation (the ωB97M-V functional and the def2-TZVPD basis) on a gas-phase ion, C2H8N2P (charge +1).

```
13
Properties=species:S:1:pos:R:3:forces:R:3:nbo_charge:R:1
C -0.28936 -0.96079 -0.81951 4.46 4.14 0.54 -0.05
N 0.46738 0.39304 -1.39958 -2.08 -2.51 -0.21 -0.94
P 0.48970 1.79734 -0.42748 1.63 -2.21 0.97 0.90
C 0.44969 0.53930 1.06879 0.61 1.99 -1.05 -0.50
N -0.44257 -0.49144 0.63708 -5.15 -0.94 -0.54 -0.53
H -1.15698 -1.24595 -1.36986 -0.75 0.07 0.13 0.25
H 0.52205 -1.68151 -0.75714 -0.42 -0.41 -0.44 0.22
H 1.35465 0.13997 -1.75483 0.84 -0.42 -0.53 0.40
H -0.83288 1.77277 -0.39209 -2.56 0.81 0.21 -0.11
H 0.03935 0.91703 1.95411 -0.31 0.73 1.49 0.23
H 1.40100 0.13376 1.22462 1.54 -0.47 0.27 0.23
H -1.41251 -0.04080 0.74385 1.38 -0.68 -0.62 0.44
H -0.58951 -1.27272 1.29204 0.82 -0.11 -0.22 0.45
```
Forces are in eV/Å.

* SMILES: C1NPC[NH2+]1
* orbital gap: 10.55 eV
* spin multiplicity: 1
* molecular weight: 91.07 g/mol
* energy relative to the best compared isomer or geometry (same formula, charge and spin): 1.3600 eV
* net charge: +1

ORCA calculation (the ωB97M-V functional and the def2-TZVPD basis) on a molecular structure, C2H8N2S.

```
13
Properties=species:S:1:pos:R:3:forces:R:3:nbo_charge:R:1
C 0.73788 -1.87199 -1.26294 0.00 0.38 -0.98 -0.74
S 1.24995 -0.75942 0.06826 0.15 0.33 0.17 -0.46
H 1.07366 -1.50922 -2.24599 0.09 0.18 0.27 0.19
H 1.21049 -2.84707 -1.18261 -0.35 -0.21 0.34 0.21
H -0.34763 -1.92083 -1.37217 0.00 -0.41 0.31 0.19
N -0.83321 1.76724 -0.61769 0.52 0.29 -1.19 -0.76
C -1.23879 1.61510 0.61787 0.01 -0.46 0.92 0.37
N -1.11114 0.47637 1.24120 -0.47 0.89 -0.75 -0.77
H -0.26176 1.04446 -1.03454 0.16 -0.57 0.20 0.43
H -0.93802 2.57296 -1.20779 -0.08 0.44 0.67 0.41
H -1.59443 2.46121 1.19189 -0.67 0.28 -0.49 0.19
H -1.75060 0.39809 2.01060 0.53 -0.22 0.75 0.39
H -0.18098 -0.16547 0.82034 0.11 -0.92 -0.22 0.33
```
Forces are in eV/Å.

* orbital gap: 7.60 eV
* spin multiplicity: 1
* molecular weight: 92.17 g/mol
* energy relative to the best compared isomer or geometry (same formula, charge and spin): 0.7788 eV